Entry from the OMol25 dataset: CH2N2O4 in the gas phase in a non-equilibrium geometry (ωB97M-V/def2-TZVPD).

Cartesian coordinates (Å):
O -1.9163 1.0235 0.3138
C -1.0826 0.7420 -0.4497
N 0.1098 0.0822 -0.3458
O 0.3795 -0.3141 0.9403
N -1.1865 1.1985 -2.0318
O -0.4949 0.5476 -2.7877
O -1.9833 2.0531 -2.3041
H 0.7700 -0.2549 -1.1392
H 0.8465 0.4847 1.4245

Atomic forces in eV per Å
O -0.584 0.351 0.710
C 1.960 -0.496 -2.539
N 0.366 0.188 -0.983
O 1.697 1.566 1.560
N -0.560 -0.614 1.133
O 0.109 0.299 -0.331
O 0.329 -0.141 0.017
H -2.001 0.999 1.912
H -1.317 -2.151 -1.478

Summary:
HOMO-LUMO gap (eV): 10.58
LUMO level (hartree): -0.0087
Highest occupied orbital energy (eV): -10.816
Molecular weight (g/mol): 106.0
SMILES: O=C(NO)[N+](=O)[O-]